Entry 1:
{
  "formula": "H80O40",
  "method": "ωB97M-V with the def2-TZVPD basis set",
  "orbital_gap_ev": 9.19,
  "species": ["O", "O", "O", "O", "O", "O", "O", "O", "O", "O", "O", "O", "O", "O", "O", "O", "O", "O", "O", "O", "O", "O", "O", "O", "O", "O", "O", "O", "O", "O", "O", "O", "O", "O", "O", "O", "O", "O", "O", "O", "H", "H", "H", "H", "H", "H", "H", "H", "H", "H", "H", "H", "H", "H", "H", "H", "H", "H", "H", "H", "H", "H", "H", "H", "H", "H", "H", "H", "H", "H", "H", "H", "H", "H", "H", "H", "H", "H", "H", "H", "H", "H", "H", "H", "H", "H", "H", "H", "H", "H", "H", "H", "H", "H", "H", "H", "H", "H", "H", "H", "H", "H", "H", "H", "H", "H", "H", "H", "H", "H", "H", "H", "H", "H", "H", "H", "H", "H", "H", "H"],
  "coordinates": [[-2.280, 1.380, -0.622], [4.169, 3.307, -2.629], [-0.112, -1.371, -2.277], [-2.776, 3.389, 3.337], [0.525, 3.275, 4.727], [3.288, 0.825, -2.044], [2.568, 5.025, 4.048], [2.305, 3.190, -4.291], [-2.969, -4.477, -3.340], [-4.973, -0.202, 2.218], [-0.268, 0.195, 3.575], [3.825, 1.282, 2.609], [-2.297, 4.061, 0.311], [5.425, -3.163, 2.746], [-4.353, -1.537, -2.174], [0.238, 4.913, 2.652], [2.464, -0.451, -6.556], [-1.867, -2.221, -0.409], [3.687, -4.488, -0.894], [0.614, -4.197, 0.362], [-0.701, 2.096, 1.339], [0.497, 0.399, -0.429], [-4.628, -3.338, 2.179], [1.904, -1.083, 4.064], [-1.880, -2.172, -4.164], [1.641, 6.146, 0.727], [0.262, 0.796, -5.823], [-4.685, 1.566, -1.470], [0.737, 2.927, -1.595], [-2.305, 0.158, -4.918], [-3.563, -4.376, -0.600], [-0.105, -4.872, 3.897], [-2.449, -0.192, 2.108], [-1.070, -2.879, 2.128], [2.281, -3.546, 2.805], [2.455, 1.367, 5.768], [1.789, -3.939, -3.340], [3.644, -1.047, -4.048], [2.866, 3.558, 0.729], [-5.300, 1.945, 0.994], [-2.774, 0.945, -4.824], [5.007, -2.332, 3.004], [-2.253, 0.271, 1.286], [3.105, -0.666, -5.830], [2.924, 2.864, 1.476], [-2.538, -2.872, -4.117], [1.492, 5.219, 0.360], [-1.073, -0.369, 3.205], [1.114, -0.595, 4.044], [-4.831, -2.843, 1.362], [3.487, 0.816, -1.074], [2.705, 0.396, 5.719], [1.681, -4.191, -4.277], [3.096, 3.502, -4.586], [-0.250, -4.153, -0.022], [-3.843, -2.172, -1.687], [4.086, 1.560, 3.537], [-2.606, -0.311, -4.112], [-0.632, 1.066, -5.919], [2.273, 2.363, -4.725], [-3.647, 1.615, -1.211], [-1.106, -4.878, 3.827], [0.883, 3.237, -2.499], [0.392, -0.135, 2.829], [1.054, 1.180, -0.847], [-2.202, 4.187, 3.377], [0.464, 4.190, 4.591], [1.812, -1.994, 3.669], [-1.049, 2.475, 2.183], [4.673, -3.424, 2.253], [0.045, 1.548, 1.640], [2.223, -4.821, -3.129], [-1.331, 1.608, -1.090], [3.816, 3.737, 0.737], [-4.724, -0.761, -1.595], [-5.161, -1.038, 2.548], [3.985, -1.915, -4.422], [2.484, 5.953, 1.176], [-3.249, -4.670, -2.432], [-3.218, -3.624, 0.076], [-1.044, -2.186, -1.068], [0.755, -1.685, -2.561], [4.881, 3.041, -1.919], [3.885, -1.301, -3.166], [-2.392, 0.514, 2.769], [1.500, 1.328, 5.451], [1.677, 2.810, -1.367], [-2.151, -4.913, -3.675], [1.938, -1.182, -6.508], [1.322, -3.781, 2.428], [-0.123, -5.577, 3.246], [4.001, 1.365, -2.620], [3.654, -3.807, -1.598], [-4.679, 1.069, -2.374], [3.445, 3.380, -1.972], [0.669, 2.881, 5.561], [-0.001, 3.980, 2.409], [2.121, 5.017, 3.168], [-3.540, 3.742, 2.940], [-2.356, -1.433, -0.577], [0.431, -0.236, -1.104], [2.878, -4.238, 2.546], [-1.819, 3.672, -0.470], [-2.112, 1.492, 0.284], [0.757, 5.481, 2.055], [3.325, 0.476, 2.611], [2.251, 4.178, 4.404], [-3.749, -3.021, 2.368], [-4.448, -4.073, -0.812], [-4.375, 1.770, 0.757], [-1.520, -2.219, 1.520], [-2.088, -1.641, -4.895], [-0.405, -1.150, -3.179], [-5.779, 1.623, 0.271], [1.239, -4.887, 0.134], [0.287, 0.214, -5.021], [-5.042, -0.182, 1.310], [3.833, -4.057, -0.042], [-1.725, 3.618, 0.973], [-0.418, -3.305, 1.518]]
}

Entry 2:
{
  "formula": "H80O40",
  "method": "ωB97M-V with the def2-TZVPD basis set",
  "orbital_gap_ev": 9.70,
  "species": ["O", "O", "O", "O", "O", "O", "O", "O", "O", "O", "O", "O", "O", "O", "O", "O", "O", "O", "O", "O", "O", "O", "O", "O", "O", "O", "O", "O", "O", "O", "O", "O", "O", "O", "O", "O", "O", "O", "O", "O", "H", "H", "H", "H", "H", "H", "H", "H", "H", "H", "H", "H", "H", "H", "H", "H", "H", "H", "H", "H", "H", "H", "H", "H", "H", "H", "H", "H", "H", "H", "H", "H", "H", "H", "H", "H", "H", "H", "H", "H", "H", "H", "H", "H", "H", "H", "H", "H", "H", "H", "H", "H", "H", "H", "H", "H", "H", "H", "H", "H", "H", "H", "H", "H", "H", "H", "H", "H", "H", "H", "H", "H", "H", "H", "H", "H", "H", "H", "H", "H"],
  "coordinates": [[2.429, -0.312, -1.117], [-0.005, 3.607, 0.426], [-4.383, -0.260, 4.379], [-0.799, -1.138, -5.521], [1.475, -2.053, 5.838], [2.204, -0.749, 2.507], [-0.117, -3.356, 1.050], [1.219, -5.083, -2.079], [-2.887, -2.265, -0.626], [-2.956, -4.248, 1.577], [-0.359, -3.591, -4.450], [-2.514, -3.740, 4.849], [-0.241, -2.859, -1.357], [0.368, 1.150, 3.566], [3.263, -3.173, -1.095], [-0.413, -4.992, 3.141], [-0.943, -5.720, -0.177], [-2.709, 1.776, 0.623], [-3.698, -0.685, -4.201], [3.103, 1.855, 1.941], [1.741, -2.153, -4.976], [3.257, -0.188, 4.926], [1.854, 5.356, 0.140], [4.381, 0.606, -5.087], [-0.596, 6.201, -2.411], [-0.870, 2.152, -3.823], [4.032, -3.037, 2.280], [0.385, -0.053, -2.961], [-0.978, 6.174, 1.308], [-4.762, -2.979, -2.501], [-4.265, 2.319, 3.236], [2.043, 5.665, -2.461], [-1.418, -0.949, 3.423], [4.463, 4.569, 1.183], [1.703, 2.239, -0.619], [0.363, 0.134, 0.508], [-1.943, 0.563, -1.479], [5.402, 2.833, -0.730], [-4.604, 3.409, -3.569], [-2.028, 3.701, 4.004], [3.649, 4.850, 0.702], [-3.615, -0.664, 4.178], [3.271, -0.647, -1.314], [1.801, 5.904, 0.830], [-0.816, -2.681, 1.302], [-1.843, -3.077, 4.497], [-1.681, -6.182, -0.738], [1.506, 1.604, -1.563], [-4.535, 3.274, -2.568], [4.567, -0.326, -5.109], [2.563, 4.937, -2.154], [-0.284, -5.589, 2.464], [-0.996, -1.693, 2.962], [-0.301, -4.097, 1.690], [6.040, 2.138, -0.544], [-0.161, 0.678, -3.196], [-0.281, 3.201, -0.466], [4.574, -2.209, 2.030], [-1.829, 3.705, 5.001], [-1.420, -0.351, -1.530], [2.259, 2.800, -0.880], [0.514, -0.513, -3.699], [0.474, -5.119, -1.524], [2.172, -2.403, -5.773], [-3.917, -3.155, -1.893], [0.171, 6.407, -1.835], [1.058, -2.613, -4.688], [1.067, -1.407, 6.284], [0.548, 2.867, 0.894], [-0.492, -1.952, -0.977], [1.071, 4.658, 0.027], [-3.486, 2.697, 3.702], [2.459, -0.140, 4.610], [2.403, -1.706, 2.765], [2.379, -1.707, 6.353], [-1.255, 3.384, 3.587], [-3.129, -4.985, 2.170], [3.767, 3.908, 1.600], [-0.712, -0.232, 3.846], [-3.735, -4.278, 0.877], [1.143, 0.659, 3.227], [1.636, -0.700, -1.703], [-1.870, 6.603, 1.536], [3.445, -1.078, 4.822], [3.859, 2.263, 1.509], [-2.479, -1.321, -0.228], [-0.351, -3.188, -3.509], [-0.220, 0.857, 2.800], [-4.683, 3.060, 2.916], [0.127, -5.305, 3.839], [-2.500, 2.661, 0.650], [0.017, -3.390, -0.584], [-2.544, 0.434, -0.631], [-1.708, -1.095, -5.860], [-3.270, -2.483, 0.229], [2.372, -3.322, -1.613], [5.574, 3.618, -0.311], [-3.420, 0.155, -3.961], [-2.950, 1.620, 1.579], [4.453, -3.810, 2.273], [4.487, 0.981, -4.207], [2.986, 0.925, 1.429], [-4.558, -0.520, -4.793], [-0.392, 5.429, -2.839], [-3.238, -3.121, 4.597], [-0.264, -1.862, -5.400], [-0.391, 0.726, 0.309], [1.120, 0.692, 0.208], [-1.317, 2.072, -4.684], [-4.286, 2.469, -3.708], [-1.491, -5.498, 0.691], [-4.593, 0.453, 3.893], [-0.959, -4.199, -4.465], [1.922, -5.711, -1.840], [-4.230, -2.381, -3.205], [1.440, 5.880, -1.715], [1.498, -0.865, 1.878], [-1.398, 5.275, 1.203], [-1.287, 1.384, -3.396], [2.930, -3.461, -0.167]]
}

Entry 3:
{
  "formula": "H80O40",
  "method": "ωB97M-V with the def2-TZVPD basis set",
  "orbital_gap_ev": 9.48,
  "species": ["O", "O", "O", "O", "O", "O", "O", "O", "O", "O", "O", "O", "O", "O", "O", "O", "O", "O", "O", "O", "O", "O", "O", "O", "O", "O", "O", "O", "O", "O", "O", "O", "O", "O", "O", "O", "O", "O", "O", "O", "H", "H", "H", "H", "H", "H", "H", "H", "H", "H", "H", "H", "H", "H", "H", "H", "H", "H", "H", "H", "H", "H", "H", "H", "H", "H", "H", "H", "H", "H", "H", "H", "H", "H", "H", "H", "H", "H", "H", "H", "H", "H", "H", "H", "H", "H", "H", "H", "H", "H", "H", "H", "H", "H", "H", "H", "H", "H", "H", "H", "H", "H", "H", "H", "H", "H", "H", "H", "H", "H", "H", "H", "H", "H", "H", "H", "H", "H", "H", "H"],
  "coordinates": [[4.741, 2.949, -1.321], [0.542, 3.619, 3.745], [-3.075, 4.266, -2.342], [-0.870, -4.034, 3.909], [-1.604, -1.141, 1.533], [0.786, 1.854, -6.468], [-1.342, -4.453, 1.329], [-0.632, -1.444, 5.153], [-0.105, 4.441, -0.389], [-0.805, 5.940, 2.468], [-0.404, 3.778, -4.052], [-2.769, -2.386, -2.953], [-5.110, -1.706, 1.391], [2.530, 5.617, -1.020], [1.586, -0.039, 0.716], [0.822, 0.838, 3.112], [-5.077, 2.144, 0.020], [1.989, 2.594, -0.352], [0.351, 0.820, -3.972], [-1.274, 0.779, 6.339], [-4.803, -0.379, -0.950], [2.974, -3.725, -3.568], [0.562, -5.588, -1.444], [-2.414, 3.634, -0.007], [6.115, 0.638, -0.485], [-3.222, -3.342, 3.102], [3.736, -1.808, -1.768], [2.898, -4.486, 1.704], [4.998, 2.522, 3.133], [-0.238, -1.307, -2.508], [-3.710, 0.240, -3.433], [1.436, -1.672, 3.479], [1.221, -2.827, 5.577], [0.553, -4.492, -4.236], [4.571, -4.161, -0.767], [-2.466, 1.102, -0.002], [1.978, 2.623, -3.402], [-1.389, 6.895, -0.517], [0.007, -2.428, -0.033], [-3.715, -5.000, -0.817], [3.436, 5.909, -0.970], [5.020, -3.967, 0.047], [-2.320, 0.170, 0.157], [4.241, 2.223, -1.707], [-0.066, 1.741, -4.126], [-1.523, 4.041, -0.131], [1.278, -0.042, 3.244], [3.272, -1.442, -2.518], [1.365, 2.804, -4.058], [-0.939, -1.338, 0.791], [3.559, -4.293, -3.080], [-1.179, -3.980, 2.984], [-1.193, 4.238, -4.470], [-4.062, -4.537, -0.074], [-3.077, 3.317, -2.073], [3.369, -4.672, 0.880], [-0.573, 4.048, -3.149], [0.101, -5.556, -2.321], [4.611, 1.652, 3.044], [1.736, 0.534, 1.484], [-1.521, -5.332, 1.026], [0.037, 6.156, 2.126], [-2.593, 4.344, 0.680], [-3.875, -4.601, -1.656], [1.321, 4.029, 4.175], [3.264, -1.572, -0.951], [-4.711, 2.839, 0.581], [2.100, 1.763, -0.878], [0.894, -1.463, 4.293], [-1.323, 6.140, -1.088], [-5.282, -2.442, 2.016], [0.642, 4.859, 0.100], [1.244, -4.946, -1.729], [-2.124, -1.962, 1.273], [-2.296, -4.057, 1.322], [0.730, -1.543, -2.652], [-0.086, -3.409, -0.161], [-0.289, -0.359, -2.451], [-1.130, -1.698, 4.389], [-1.117, -0.209, 6.192], [2.733, 4.641, -1.176], [1.131, 1.066, -6.052], [-0.180, 5.065, -1.131], [-3.968, 4.266, -2.678], [-3.177, -3.144, 4.035], [-0.032, -2.147, 5.358], [-0.232, -4.025, -4.559], [1.458, -3.736, 5.646], [1.021, -3.668, -4.078], [-0.832, 1.273, 5.623], [5.420, 2.794, 2.287], [1.435, -1.017, 0.890], [-1.628, 1.507, -0.313], [1.427, 2.389, 0.461], [-1.375, 6.491, 0.368], [2.089, -4.900, 1.940], [-3.869, 0.301, -2.499], [-1.471, -4.484, 4.523], [-5.596, 0.224, -0.894], [5.867, 0.561, 0.483], [-4.374, 1.492, 0.077], [-5.985, -1.279, 1.199], [-3.199, -2.453, 2.641], [6.543, -0.086, -0.904], [-0.088, 0.533, 2.986], [-1.926, -2.261, -2.475], [4.398, -3.266, -1.086], [0.984, 2.584, -5.907], [-3.681, -0.717, -3.621], [5.549, 3.055, -1.842], [1.879, -2.157, 5.503], [-3.551, -1.969, -2.461], [1.590, 3.035, -2.614], [-0.561, -2.114, -0.724], [3.398, -3.251, -4.312], [0.959, 3.055, 3.106], [1.295, 1.011, -3.723], [-1.002, 5.283, 3.112], [-4.301, 0.398, -1.249], [1.540, -2.615, 3.591]]
}

Entry 4:
{
  "formula": "H80O40",
  "method": "ωB97M-V with the def2-TZVPD basis set",
  "orbital_gap_ev": 9.01,
  "species": ["O", "O", "O", "O", "O", "O", "O", "O", "O", "O", "O", "O", "O", "O", "O", "O", "O", "O", "O", "O", "O", "O", "O", "O", "O", "O", "O", "O", "O", "O", "O", "O", "O", "O", "O", "O", "O", "O", "O", "O", "H", "H", "H", "H", "H", "H", "H", "H", "H", "H", "H", "H", "H", "H", "H", "H", "H", "H", "H", "H", "H", "H", "H", "H", "H", "H", "H", "H", "H", "H", "H", "H", "H", "H", "H", "H", "H", "H", "H", "H", "H", "H", "H", "H", "H", "H", "H", "H", "H", "H", "H", "H", "H", "H", "H", "H", "H", "H", "H", "H", "H", "H", "H", "H", "H", "H", "H", "H", "H", "H", "H", "H", "H", "H", "H", "H", "H", "H", "H", "H"],
  "coordinates": [[2.262, -0.376, -4.692], [4.496, -2.889, -0.765], [0.599, 2.248, 4.789], [3.460, -3.979, 1.310], [1.459, 2.131, -4.740], [2.551, -1.462, 3.013], [-0.986, -1.022, -1.658], [2.407, 5.263, -0.875], [-4.724, -2.685, -2.733], [1.950, 0.145, -1.374], [-2.998, -0.331, 5.417], [3.618, -5.406, -1.006], [-3.183, 5.220, -1.269], [-0.412, -1.996, 1.669], [1.711, -4.557, -2.602], [-2.832, -3.281, 1.770], [-2.194, -0.774, 0.703], [5.512, 1.380, -0.918], [0.098, 4.006, 0.849], [1.598, -2.835, -4.815], [-1.202, 3.881, -2.383], [-2.842, -3.576, -1.287], [1.514, 1.526, 1.904], [-4.447, 2.204, 0.126], [2.561, -3.955, 3.828], [0.016, 1.815, -1.160], [-2.482, -2.382, -4.169], [3.100, 1.737, 0.014], [-0.463, -0.714, -4.735], [-2.703, 4.355, 1.517], [1.416, -2.403, -0.846], [-3.373, 2.175, -3.771], [-1.180, 2.127, 1.183], [0.466, -1.984, 6.197], [4.761, 0.010, -3.018], [-0.383, 0.483, 6.851], [-1.169, 0.671, 3.498], [-5.271, 1.099, -2.337], [2.469, 3.999, 3.558], [-5.442, -1.951, 3.779], [0.968, 4.364, 0.489], [3.926, -3.288, 0.804], [-4.726, -2.137, 4.406], [4.547, 1.426, -0.607], [-1.950, 2.749, 1.137], [-3.057, 4.807, -2.241], [1.160, -1.286, 6.334], [-1.795, 3.799, -1.643], [-3.602, 1.326, -3.399], [0.031, -0.829, -5.530], [-3.844, 2.189, -4.583], [0.915, 2.556, -4.062], [-2.539, -3.068, -4.818], [1.756, -3.275, -1.189], [-3.537, -4.208, -1.177], [-1.180, 0.930, 2.572], [3.716, -4.032, 2.238], [-5.684, 1.881, -1.981], [1.808, -4.183, 3.325], [4.785, -0.545, -2.265], [-4.594, 1.363, 0.543], [3.394, 2.110, 0.844], [1.361, 0.751, -0.858], [3.893, -3.489, -1.279], [-0.507, -0.451, 6.827], [2.383, -2.276, -5.037], [-0.777, 2.254, -0.922], [-1.343, -1.133, -4.912], [3.217, 5.075, -0.371], [3.464, -5.100, -0.044], [1.043, -4.270, -3.188], [-0.576, -0.161, -1.732], [-0.724, -1.042, 1.780], [-2.682, 4.840, 0.692], [2.879, 0.278, -5.050], [2.282, -0.082, -3.775], [1.611, -1.360, 3.120], [0.772, 1.506, 5.390], [2.749, -3.065, 3.547], [-3.935, -2.386, -3.292], [-4.646, -1.910, -2.173], [-3.101, -1.151, 4.981], [-4.610, 2.948, 0.697], [2.596, 0.875, 0.129], [0.383, 2.190, -1.933], [-1.455, 4.717, -2.797], [-2.660, -3.579, -0.325], [5.197, -3.483, -0.489], [-2.024, -3.827, 1.875], [2.860, 3.943, 4.450], [-0.134, -1.704, 5.506], [0.647, 1.997, 1.714], [0.389, -2.039, 1.096], [0.071, 1.654, 4.242], [-1.282, 1.380, 0.541], [2.775, -5.787, -1.268], [1.615, 3.495, 3.873], [-3.846, 0.052, 5.742], [-0.109, -1.520, -1.457], [1.610, 2.874, -5.321], [1.842, 1.681, 2.767], [-2.600, -2.382, 1.815], [-1.880, -2.571, -3.441], [-1.354, 0.564, 6.535], [1.012, -2.078, -4.777], [2.582, 6.089, -1.326], [-5.006, -2.319, 2.972], [-0.001, 3.474, 0.067], [-3.060, -0.353, 0.559], [2.860, -0.743, 2.487], [-2.522, 5.945, -1.461], [-1.678, -1.275, 0.015], [2.201, -1.860, -0.722], [-1.889, 0.253, 3.890], [2.392, 0.691, -2.020], [-1.828, 4.212, 1.852], [5.600, 0.398, -3.188], [5.532, 2.271, -1.246], [2.630, -4.543, -2.954], [-4.458, 0.968, -1.824]]
}